{
  "formula": "C57H50BrNO5PRuSeTe",
  "method": "ωB97M-V with the def2-TZVPD basis set",
  "elements": ["Ru", "O", "C", "O", "C", "C", "C", "C", "C", "C", "P", "C", "C", "C", "C", "C", "C", "C", "C", "C", "C", "C", "C", "H", "H", "H", "H", "H", "H", "H", "H", "H", "H", "H", "H", "H", "H", "Br", "C", "C", "C", "C", "C", "C", "C", "O", "O", "H", "H", "H", "H", "Se", "C", "C", "C", "C", "C", "C", "H", "H", "H", "H", "H", "C", "C", "C", "C", "C", "C", "Te", "N", "C", "O", "C", "C", "C", "C", "C", "C", "C", "C", "C", "C", "C", "C", "C", "C", "C", "C", "C", "C", "H", "H", "H", "H", "H", "H", "H", "H", "H", "H", "H", "H", "H", "H", "H", "H", "H", "H", "H", "H", "H", "H", "H", "H", "H", "H", "H"],
  "xyz": [[-0.750579, -0.149409, -0.743348], [-0.467783, -0.634085, 2.896961], [-0.937256, -1.296051, 1.990989], [-0.317033, -1.529594, 0.841724], [-2.242227, -2.022556, 2.150397], [-2.648357, -2.407770, 3.418244], [-3.770988, -3.207656, 3.575870], [-4.461210, -3.648461, 2.457057], [-4.062003, -3.252894, 1.187052], [-2.970480, -2.407496, 1.022442], [-2.497978, -1.769882, -0.623826], [-1.803470, -3.288709, -1.403389], [-2.619668, -4.321750, -1.865266], [-2.066934, -5.447558, -2.456743], [-0.690984, -5.550149, -2.615107], [0.130821, -4.532142, -2.158665], [-0.422987, -3.413683, -1.549720], [-4.066504, -1.581773, -1.542599], [-4.035278, -1.674984, -2.935363], [-5.199543, -1.537360, -3.674852], [-6.407935, -1.299909, -3.032795], [-6.440190, -1.162394, -1.652338], [-5.273008, -1.292967, -0.909601], [-2.064641, -2.076801, 4.267950], [-4.100558, -3.490643, 4.567671], [-5.322342, -4.296116, 2.568571], [-4.613929, -3.605171, 0.325688], [-3.695358, -4.236920, -1.778195], [-2.715722, -6.243556, -2.801132], [-0.262337, -6.424471, -3.088308], [1.205604, -4.606912, -2.275190], [0.238116, -2.644268, -1.170935], [-3.096957, -1.859213, -3.444964], [-5.164739, -1.616568, -4.754678], [-7.321653, -1.210141, -3.607115], [-7.373283, -0.952414, -1.144751], [-5.300829, -1.158509, 0.163301], [-5.671843, 1.605925, 2.111244], [-4.981883, 2.916099, 0.924486], [-5.704406, 4.097946, 0.846950], [-5.256971, 5.138007, 0.049690], [-4.091156, 4.995863, -0.684485], [-3.380206, 3.810701, -0.612759], [-3.802461, 2.748941, 0.193754], [-2.932741, 1.510972, 0.213981], [-3.355718, 0.462190, 0.662850], [-1.737390, 1.706971, -0.281342], [-6.615317, 4.199934, 1.419343], [-5.824055, 6.059629, 0.005568], [-3.733746, 5.804828, -1.308826], [-2.474043, 3.677820, -1.186230], [-1.575759, 0.662841, -2.804711], [-0.702542, -0.194439, -4.269391], [0.197423, -1.240717, -4.096346], [0.795805, -1.836383, -5.196643], [0.504268, -1.383925, -6.475792], [-0.387715, -0.333832, -6.650961], [-0.995258, 0.257908, -5.553086], [0.426818, -1.580100, -3.097395], [1.498774, -2.648042, -5.052580], [0.974243, -1.844498, -7.336118], [-0.608461, 0.030013, -7.647038], [-1.696612, 1.075103, -5.679723], [5.708277, -2.592493, 6.409883], [4.897229, -1.993076, 5.290574], [4.902576, -2.557057, 4.021685], [4.148113, -2.020441, 2.984226], [4.184639, -2.674057, 1.620887], [3.371677, -0.883053, 3.236199], [2.210447, -0.152119, 1.582807], [0.996703, 0.547481, -0.578619], [2.118346, 0.693631, -1.319542], [3.242918, 0.304165, -0.964602], [1.980405, 1.421405, -2.621844], [1.088906, 2.479807, -2.752040], [0.965793, 3.129627, -3.972484], [1.725679, 2.717183, -5.059446], [2.622798, 1.664287, -4.923572], [2.759847, 1.023211, -3.700871], [2.738236, 1.876059, 1.821337], [1.737447, 2.825627, 2.024626], [0.277946, 2.481859, 2.176271], [2.111801, 4.163068, 2.151210], [3.434294, 4.563433, 2.073588], [3.826822, 6.012362, 2.203493], [4.409532, 3.591189, 1.864927], [4.092327, 2.247058, 1.740830], [5.202898, 1.248777, 1.521830], [3.311061, -0.318920, 4.517481], [2.404386, 0.841603, 4.847211], [4.094672, -0.881221, 5.519355], [6.469560, -3.270687, 6.025375], [5.061946, -3.158154, 7.084856], [6.198464, -1.815607, 6.997614], [5.511307, -3.435986, 3.834123], [4.886495, -3.506077, 1.609700], [4.481035, -1.960460, 0.847901], [3.197381, -3.056676, 1.347867], [0.503196, 2.792173, -1.895636], [0.269103, 3.952818, -4.076016], [1.606255, 3.202650, -6.020832], [3.214419, 1.340918, -5.771058], [3.457744, 0.205709, -3.571340], [0.027831, 1.514505, 1.751393], [-0.343174, 3.226770, 1.680357], [0.001167, 2.453523, 3.233476], [1.339593, 4.906167, 2.323822], [2.952420, 6.647283, 2.340560], [4.359901, 6.344653, 1.311060], [4.494467, 6.153942, 3.055206], [5.449858, 3.892839, 1.786925], [6.112432, 1.756334, 1.203507], [4.923076, 0.532623, 0.747040], [5.419650, 0.700006, 2.440955], [1.406443, 0.670935, 4.434517], [2.787042, 1.773676, 4.427805], [2.316524, 0.965055, 5.925775], [4.071208, -0.437118, 6.510207]],
  "forces_ev_per_a": [[1.68, 1.02, -0.10], [0.16, 0.05, 0.15], [-0.14, -0.31, -0.29], [-0.53, 0.80, 0.24], [0.14, -0.05, -0.25], [-0.01, 0.04, 0.03], [0.02, 0.05, -0.01], [-0.01, -0.03, 0.01], [0.05, 0.04, 0.02], [-0.05, 0.03, 0.10], [-0.59, -0.52, -0.34], [0.02, 0.08, -0.05], [0.09, 0.00, 0.02], [-0.06, 0.02, 0.01], [-0.02, -0.01, 0.03], [0.03, 0.02, 0.00], [-0.10, -0.10, -0.01], [-0.03, 0.01, 0.09], [-0.04, -0.03, 0.05], [-0.02, 0.00, -0.02], [0.00, 0.04, 0.05], [0.07, -0.01, 0.00], [0.00, 0.03, -0.04], [-0.03, -0.01, -0.01], [0.03, -0.04, -0.02], [0.03, 0.01, 0.00], [-0.05, 0.07, 0.01], [-0.01, -0.03, -0.01], [0.02, 0.02, -0.02], [0.00, 0.01, 0.00], [-0.03, 0.01, 0.02], [0.05, -0.02, 0.06], [-0.02, -0.07, -0.02], [0.02, -0.01, 0.03], [0.02, 0.02, -0.01], [0.01, 0.01, -0.01], [-0.01, 0.02, -0.02], [-0.03, 0.01, -0.01], [0.15, -0.15, 0.00], [0.00, 0.04, -0.02], [-0.06, 0.03, 0.00], [0.07, -0.03, -0.05], [-0.13, 0.01, 0.05], [0.28, 0.22, -0.09], [0.09, 0.66, 0.12], [-0.05, -0.26, 0.04], [-0.20, -1.82, 0.24], [0.01, -0.01, 0.03], [0.00, -0.03, 0.00], [-0.02, -0.02, 0.00], [0.01, 0.01, 0.02], [0.19, 0.11, 0.31], [-0.02, -0.34, 0.12], [-0.03, 0.12, -0.12], [-0.01, 0.03, 0.05], [0.02, 0.01, -0.04], [-0.01, 0.04, 0.01], [-0.03, 0.00, 0.06], [0.09, -0.04, 0.00], [-0.03, 0.00, 0.00], [-0.01, 0.01, 0.02], [-0.01, -0.02, 0.02], [0.02, -0.02, -0.06], [-0.08, 0.03, -0.07], [0.03, 0.00, 0.04], [0.02, 0.00, 0.01], [0.02, 0.00, -0.05], [-0.04, 0.16, 0.13], [-0.13, 0.00, -0.10], [0.35, -0.07, 0.66], [-0.99, 0.64, -1.47], [-0.28, -0.31, 0.52], [0.13, -0.23, 0.07], [-0.13, 0.27, 0.19], [0.03, 0.09, -0.05], [0.05, 0.01, -0.01], [-0.07, -0.08, -0.01], [-0.01, -0.03, 0.04], [-0.06, -0.03, -0.07], [0.18, 0.05, -0.11], [-0.17, -0.03, 0.04], [0.15, 0.02, -0.02], [0.03, 0.03, 0.02], [0.04, 0.04, 0.00], [-0.02, -0.13, -0.01], [0.00, 0.01, 0.01], [0.04, -0.07, -0.03], [-0.18, 0.04, 0.02], [-0.06, 0.02, 0.00], [0.11, -0.09, -0.10], [0.01, 0.03, -0.01], [0.00, 0.01, 0.02], [0.03, 0.00, 0.00], [0.01, -0.02, 0.00], [-0.01, 0.02, -0.01], [-0.01, 0.00, -0.01], [0.03, -0.04, -0.03], [0.02, -0.04, -0.02], [-0.01, -0.05, 0.00], [0.02, -0.02, 0.00], [0.03, 0.03, 0.04], [0.00, 0.02, 0.01], [0.00, 0.03, -0.01], [-0.06, -0.01, -0.02], [-0.01, 0.01, 0.00], [0.01, 0.00, -0.01], [0.00, -0.03, -0.04], [0.02, 0.01, 0.00], [-0.02, 0.03, 0.01], [-0.01, 0.03, 0.00], [-0.03, -0.02, 0.00], [-0.01, 0.00, 0.00], [0.07, 0.00, -0.01], [0.01, 0.00, -0.02], [-0.01, 0.04, 0.03], [-0.02, 0.00, 0.03], [-0.01, -0.03, 0.00], [-0.02, -0.04, -0.02]],
  "homo_energy_ev": [-7.290, -7.218],
  "lumo_energy_ev": [-1.700, -1.731],
  "orbital_gap_ha": [0.20542, 0.20163],
  "spin_multiplicity": 2
}

{
  "formula": "C57H51N6O6PS2TeTl",
  "method": "ωB97M-V with the def2-TZVPD basis set",
  "elements": ["Tl", "C", "N", "C", "N", "C", "C", "C", "C", "C", "C", "C", "C", "C", "C", "C", "C", "C", "C", "P", "C", "N", "C", "C", "N", "C", "C", "C", "C", "C", "C", "C", "C", "C", "C", "C", "C", "C", "C", "N", "C", "C", "N", "C", "C", "C", "C", "C", "C", "C", "C", "C", "C", "C", "C", "C", "H", "H", "H", "H", "H", "H", "H", "H", "H", "H", "H", "H", "H", "H", "H", "H", "H", "H", "H", "H", "H", "H", "H", "H", "H", "H", "H", "H", "H", "H", "H", "H", "H", "H", "H", "H", "H", "H", "H", "O", "H", "H", "O", "H", "H", "O", "S", "O", "O", "O", "S", "C", "C", "Te", "C", "C", "C", "C", "C", "C", "C", "H", "H", "H", "H", "H", "H", "H", "H"],
  "xyz": [[0.294302, -1.245064, -0.701589], [1.582545, 2.112047, 4.714406], [1.693165, 1.077379, 3.709123], [0.933943, 0.958024, 2.574653], [1.265968, -0.121857, 1.887745], [2.260147, -0.735192, 2.605044], [2.534767, -0.003711, 3.746766], [3.403097, -0.336968, 4.881014], [3.439446, -1.657276, 5.345235], [4.232821, -2.004559, 6.424042], [5.008824, -1.046912, 7.067018], [4.984982, 0.262536, 6.614117], [4.192245, 0.614400, 5.530290], [2.952263, -1.969543, 2.208054], [4.344620, -2.034265, 2.262415], [4.997324, -3.206540, 1.927504], [4.269111, -4.319696, 1.530700], [2.887131, -4.260100, 1.476579], [2.227951, -3.088822, 1.816318], [-0.305676, 2.239634, 2.165732], [0.262064, 2.689394, 0.493956], [0.474137, 1.970690, -0.586844], [0.963687, 2.820749, -1.533259], [1.045806, 4.103909, -1.020522], [0.595537, 4.006202, 0.272212], [0.648351, 5.056999, 1.272947], [1.503064, 5.340508, -1.659946], [0.812998, 6.546338, -1.511505], [1.240394, 7.696247, -2.158361], [2.361538, 7.666821, -2.973473], [3.048236, 6.469846, -3.138677], [2.630201, 5.322751, -2.488489], [1.297850, 2.443170, -2.920313], [2.240695, 1.458927, -3.197777], [2.613761, 1.213377, -4.514354], [2.037168, 1.930604, -5.551617], [1.064127, 2.884792, -5.280534], [0.698171, 3.142881, -3.970149], [-1.799787, 1.231125, 1.938583], [-2.000674, 0.264900, 1.080893], [-3.234829, -0.250046, 1.351496], [-3.822518, 0.467031, 2.372062], [-2.890718, 1.407350, 2.750056], [-2.995603, 2.319632, 3.869113], [-5.136750, 0.272768, 2.977381], [-5.997745, 1.333328, 3.271324], [-7.256615, 1.097707, 3.805752], [-7.677593, -0.199670, 4.058448], [-6.827501, -1.261279, 3.768043], [-5.572152, -1.031619, 3.231886], [-3.812512, -1.322499, 0.524757], [-3.190404, -2.607331, 0.434657], [-3.638091, -3.452481, -0.614133], [-4.709154, -3.118226, -1.410624], [-5.394145, -1.915642, -1.214740], [-4.920042, -1.024633, -0.263164], [0.622042, 2.608531, 4.611834], [1.652187, 1.673933, 5.708987], [2.369588, 2.860960, 4.602020], [2.830685, -2.402952, 4.851029], [4.244995, -3.030702, 6.770292], [5.628896, -1.320066, 7.912082], [5.595380, 1.015347, 7.099194], [4.212571, 1.633038, 5.164450], [4.905365, -1.148058, 2.536133], [6.080136, -3.244883, 1.950197], [4.785424, -5.223524, 1.232703], [2.316506, -5.114529, 1.139921], [1.144579, -3.037554, 1.810747], [1.299916, 5.851237, 0.918845], [-0.342283, 5.470113, 1.470897], [1.047250, 4.664524, 2.204591], [-0.090066, 6.574491, -0.913760], [0.684948, 8.618365, -2.034168], [2.693386, 8.564757, -3.479124], [3.919644, 6.431803, -3.780485], [3.175831, 4.396368, -2.612164], [2.690533, 0.878007, -2.398715], [3.354834, 0.450320, -4.711854], [2.321827, 1.724366, -6.576535], [0.587521, 3.425463, -6.089843], [-0.064060, 3.879746, -3.745804], [-3.794536, 1.985852, 4.525639], [-2.064062, 2.333890, 4.432074], [-3.213802, 3.336491, 3.532945], [-5.698055, 2.350576, 3.046788], [-7.918537, 1.931499, 4.010430], [-8.662390, -0.381524, 4.471687], [-7.149354, -2.276883, 3.963319], [-4.899578, -1.854894, 3.017610], [-1.769308, -4.057606, 1.091883], [-3.128596, -4.398272, -0.764652], [-5.027001, -3.796565, -2.194986], [-6.250169, -1.661200, -1.827563], [-5.390098, -0.052660, -0.149837], [-2.428539, 0.525721, -2.379115], [-2.519925, -0.136164, -1.680457], [-1.478525, 0.626979, -2.500528], [3.632139, 1.152348, -0.063076], [2.762226, 1.554394, -0.164187], [3.494814, 0.260328, -0.459259], [2.700124, -2.168302, -3.480193], [2.865273, -2.461270, -1.999060], [2.796900, -1.143467, -1.273671], [1.718813, -3.298713, -1.575356], [4.144553, -3.114322, -1.785630], [-2.016559, -2.622540, 2.981279], [-2.251847, -3.124150, 1.379846], [0.198154, -4.117964, -4.004729], [0.427524, -1.976871, -4.117316], [-1.651202, -2.331478, -4.948109], [-1.505538, -3.593514, -5.719201], [-2.154190, -3.871595, -6.918844], [-1.935390, -5.070553, -7.590641], [-1.057205, -6.006121, -7.065963], [-0.374020, -5.724369, -5.885928], [-0.578938, -4.526026, -5.216104], [-0.334220, -4.323919, -3.074075], [1.177459, -4.585895, -3.938582], [-2.063040, -1.519102, -5.548715], [-2.305847, -2.478405, -4.082631], [-2.831750, -3.134929, -7.338221], [-2.453734, -5.274031, -8.521690], [-0.884403, -6.944756, -7.581045], [0.344864, -6.437283, -5.495808]],
  "forces_ev_per_a": [[-0.29, -0.10, 0.23], [0.01, 0.01, 0.08], [-0.17, 0.14, 0.00], [0.07, -0.07, -0.21], [0.18, 0.15, 0.53], [-0.05, 0.43, 0.18], [-0.01, -0.33, -0.18], [0.06, 0.01, 0.17], [-0.07, 0.09, 0.04], [0.05, -0.02, 0.03], [-0.02, 0.00, -0.02], [0.03, 0.03, 0.02], [0.03, -0.05, -0.09], [-0.02, -0.04, -0.15], [-0.07, 0.05, -0.10], [0.05, 0.01, 0.02], [0.03, -0.04, 0.00], [-0.03, 0.01, -0.07], [-0.11, 0.05, 0.08], [0.04, -0.68, -0.12], [-0.08, 0.39, 0.04], [0.06, -0.19, -0.01], [-0.12, 0.40, -0.05], [0.00, -0.36, -0.09], [-0.01, 0.00, 0.15], [-0.02, 0.06, 0.03], [0.05, 0.21, -0.10], [-0.05, -0.12, -0.06], [-0.01, 0.10, 0.01], [-0.02, -0.09, 0.03], [0.04, 0.10, -0.04], [-0.01, -0.08, 0.16], [-0.12, -0.03, -0.06], [0.05, -0.09, 0.01], [0.03, -0.02, 0.06], [-0.02, -0.03, -0.03], [0.00, 0.03, 0.00], [0.03, -0.10, 0.04], [0.10, 0.21, -0.04], [0.07, -0.22, -0.09], [-0.06, 0.22, -0.02], [0.21, -0.09, -0.25], [-0.07, 0.11, 0.14], [0.00, 0.05, -0.02], [-0.17, 0.00, 0.16], [0.01, -0.03, -0.05], [-0.05, 0.02, 0.04], [0.06, 0.00, -0.02], [-0.10, 0.05, 0.02], [0.08, -0.05, 0.02], [0.01, -0.11, -0.10], [0.13, -0.07, 0.32], [-0.02, 0.10, -0.16], [0.05, -0.06, 0.00], [-0.14, 0.05, -0.04], [0.12, -0.06, -0.03], [-0.01, -0.01, 0.00], [0.02, -0.02, -0.02], [-0.01, -0.01, 0.01], [0.00, 0.00, 0.01], [-0.01, 0.00, -0.02], [0.00, -0.01, -0.01], [-0.01, 0.00, -0.01], [0.01, -0.01, 0.00], [0.01, -0.02, -0.01], [-0.02, 0.01, -0.03], [-0.01, 0.00, -0.01], [-0.01, 0.00, -0.02], [-0.04, -0.02, -0.05], [0.01, -0.02, -0.01], [0.01, -0.01, -0.02], [0.00, -0.01, 0.00], [0.01, 0.00, 0.00], [0.00, -0.01, 0.01], [0.00, 0.00, -0.01], [0.00, -0.02, 0.02], [-0.01, -0.01, -0.02], [-0.07, 0.04, -0.11], [-0.08, -0.09, 0.00], [0.00, 0.00, 0.01], [0.00, -0.01, 0.00], [0.01, 0.03, -0.02], [0.01, -0.03, 0.01], [-0.01, -0.02, 0.00], [-0.01, -0.01, 0.03], [0.03, -0.01, -0.01], [0.02, 0.00, 0.01], [0.00, -0.01, 0.00], [0.03, -0.01, -0.02], [0.04, 0.03, 0.01], [-0.03, 0.06, -0.14], [-0.01, 0.00, 0.04], [0.01, -0.01, 0.01], [0.03, 0.01, 0.00], [0.03, 0.01, -0.02], [-0.15, 0.07, -0.08], [0.03, 0.07, 0.03], [0.06, -0.07, 0.07], [0.02, -0.03, -0.09], [-0.01, -0.07, 0.12], [0.12, 0.10, 0.18], [0.10, -0.15, 0.67], [1.04, -0.42, -0.88], [-0.34, -0.08, 0.09], [-0.03, 0.17, 0.36], [-0.01, 0.08, 0.23], [0.13, 0.10, 0.07], [-0.17, 0.02, -0.05], [0.24, 0.04, 0.19], [-1.01, 0.19, -1.10], [0.12, 0.12, 0.33], [0.10, -0.12, -0.11], [-0.01, -0.03, 0.04], [-0.04, -0.02, 0.02], [0.02, -0.01, 0.00], [-0.03, 0.00, -0.01], [-0.01, 0.09, -0.13], [0.00, 0.05, -0.01], [0.00, 0.04, 0.00], [0.11, 0.04, 0.03], [0.01, 0.01, -0.02], [-0.02, -0.01, 0.04], [0.01, 0.02, 0.00], [0.00, 0.02, 0.00], [0.00, 0.02, 0.01]],
  "homo_energy_ev": [-0.522, -2.117],
  "lumo_energy_ev": [3.371, 3.370],
  "orbital_gap_ha": [0.14304, 0.20163],
  "spin_multiplicity": 2,
  "charge": -2
}

no.,strongest force on any atom (eV/A)
1,1.97
2,1.51